1.
This record from the Open Molecules 2025 dataset describes a single C20H22N2O5S molecule. The level of theory is the ωB97M-V functional and the def2-TZVPD basis.

Results
DFT total energy = -45150.84413 eV
HOMO-LUMO gap = 9.08 eV
LUMO = 0.22 eV
Net charge = 0
Multiplicity = 1
Energy above the lowest of the compared OMol25 structures with the same formula, charge and spin = 0.435 eV
Structure (SMILES) = C[C@H](CNC(=O)CCS(=O)(=O)c1ccc2c(c1)NC(=O)CO2)c1ccccc1

Last column: Mulliken charge in e.
Positions of all 50 atoms, in Å:
O 4.50 -1.68 5.93  -0.6164
H -0.76 -1.96 -0.69  0.5185
O -4.04 -0.73 -1.94  -0.6783
S 0.22 0.05 0.12  1.7671
C 2.48 -1.52 0.05  -0.5971
C 1.64 -0.77 0.85  -0.4914
C -2.04 2.74 -1.73  -0.1671
C 3.54 -2.19 0.63  -1.0307
H 1.20 -0.01 2.79  0.4558
H -1.01 -1.72 1.06  0.5473
C 2.93 -1.29 2.79  0.4696
C 1.85 -0.64 2.21  -0.5937
C 3.77 -2.09 1.99  0.7139
O 4.84 -2.73 2.53  -0.4724
H -2.17 3.56 0.23  0.4053
N -1.90 -0.30 -2.52  0.0424
C -2.71 2.36 -2.89  0.4002
H 4.25 -3.89 4.13  0.2354
H 4.22 -2.78 0.03  0.4496
C -2.43 -0.65 -0.17  -0.6787
C -1.06 -1.25 0.08  -0.9197
O 0.55 0.43 -1.23  -0.7957
O -0.21 1.10 1.01  -0.6950
C -4.09 3.49 -0.74  -0.4544
H -3.26 -0.08 -4.04  0.5174
C -2.88 -0.55 -1.63  0.7456
C -2.33 2.15 -5.39  -1.7165
H -4.62 3.92 0.09  0.4043
H -2.21 3.23 -5.46  0.3906
C -1.96 1.66 -3.99  0.3250
C 4.20 -1.86 4.77  0.4039
C -2.21 0.15 -3.86  -1.2794
H -4.64 2.26 -3.83  0.2689
H -3.36 1.90 -5.64  0.3289
H -1.59 -0.40 -4.58  0.3657
C -4.77 3.12 -1.89  -0.7580
C 4.81 -2.97 3.92  -0.3281
H -0.98 -0.01 -2.18  0.1851
H -1.68 1.68 -6.13  0.4559
H 5.85 -3.12 4.23  0.2968
H 2.29 -1.57 -1.01  0.4976
H -0.89 1.84 -3.83  0.4742
H -2.44 0.37 0.23  0.2223
C -2.72 3.30 -0.67  -0.6230
H -5.83 3.27 -1.95  0.3810
H -0.97 2.58 -1.66  0.3538
H 2.74 -0.44 4.67  0.2112
N 3.23 -1.15 4.14  -0.1117
C -4.09 2.56 -2.95  -0.1616
H -3.20 -1.21 0.36  0.3355

2.
This record from the Open Molecules 2025 dataset describes a molecular structure, C20H22N2O8SZn. The level of theory is the ωB97M-V functional and the def2-TZVPD basis.

Results
DFT total energy = -99704.21062 eV
HOMO-LUMO gap = 7.93 eV
LUMO = -0.36 eV
Net charge = 0
Multiplicity = 1
Energy above the lowest of the compared OMol25 structures with the same formula, charge and spin = 1.739 eV

Last column: Mulliken charge in e.
Positions of all 54 atoms, in Å:
H -14.70 -10.41 -6.18  0.3105
C -14.81 -10.09 -4.01  0.8136
O -9.24 -2.48 -5.92  -0.6013
H -14.19 -3.46 -4.90  0.2982
H -8.75 -4.01 -2.45  0.6030
N -9.19 -2.74 -4.70  0.9828
C -13.16 -9.41 -2.21  1.2024
H -14.88 -2.00 -4.16  0.4122
C -10.35 -5.43 -2.59  -0.3403
H -16.15 -10.99 -5.48  0.3522
C -12.51 -6.34 -5.67  0.3650
Zn -14.17 -6.89 -3.35  1.6097
H -17.18 -7.21 -2.20  0.2283
H -18.28 -2.48 -4.45  0.3134
O -15.55 -5.56 -3.16  -0.6067
H -16.47 -2.49 -6.09  0.4496
H -16.20 -4.25 -5.81  0.1791
C -16.67 -7.89 -1.52  -1.4914
C -14.17 -8.49 -1.80  -0.5514
H -14.60 -11.86 -5.26  0.3877
H -11.14 -10.19 -2.07  0.3541
O -9.40 -5.38 -0.58  -0.6397
C -15.51 -8.58 -2.23  0.4472
H -18.21 -4.27 -4.68  0.2840
C -11.54 -5.57 -4.63  0.2059
H -13.87 -7.78 -1.05  0.6304
C -9.82 -3.94 -4.27  -0.2509
O -12.26 -6.14 -6.85  -0.6914
C -17.66 -3.38 -4.36  -0.6291
H -17.05 -2.27 -2.57  0.3734
H -11.99 -10.20 -0.58  0.3355
C -17.11 -3.34 -2.93  -0.5953
H -17.36 -8.67 -1.16  0.4359
H -12.60 -10.41 -4.06  0.3054
C -15.83 -9.39 -3.34  -0.5146
O -13.39 -7.13 -5.14  -0.8968
S -15.44 -3.98 -2.83  0.2446
C -11.89 -9.59 -1.50  -1.3195
C -15.04 -10.88 -5.28  -1.4499
N -9.93 -6.07 -1.46  0.9652
C -10.72 -4.55 -5.11  -0.9029
C -9.56 -4.37 -3.05  -0.2393
O -12.42 -6.47 -2.52  -0.8629
H -16.32 -7.31 -0.65  0.3251
C -11.52 -5.93 -3.27  0.8609
O -10.04 -7.31 -1.42  -0.6448
C -16.38 -3.25 -5.33  -0.5972
O -8.55 -2.17 -3.78  -0.6182
C -13.43 -10.04 -3.46  -0.9950
H -10.78 -4.24 -6.15  0.5660
C -15.13 -3.09 -4.43  -0.5243
H -17.77 -3.92 -2.23  0.4617
H -11.43 -8.67 -1.15  0.3337
H -16.86 -9.30 -3.70  0.3264

3.
This record from the Open Molecules 2025 dataset describes a gas-phase ion, C20H22N3O2 (charge +1). The level of theory is the ωB97M-V functional and the def2-TZVPD basis.

Results
DFT total energy = -29656.03934 eV
HOMO-LUMO gap = 6.44 eV
LUMO = -4.77 eV
Net charge = +1
Multiplicity = 1
Energy above the lowest of the compared OMol25 structures with the same formula, charge and spin = 0.598 eV
Structure (SMILES) = Cn1cc2c3c1C(=O)C(NCCc1ccc(O)cc1)=CC3=[N+](C)CC2

Last column: Mulliken charge in e.
Positions of all 47 atoms, in Å:
C -2.38 1.34 -3.41  -0.6005
H -0.62 -3.01 -3.39  0.3816
H -2.85 -0.50 -4.50  0.4651
H -1.92 1.86 2.96  0.3381
H 0.18 -2.51 -1.32  0.5243
C 1.12 0.54 0.03  0.7710
C -2.82 0.70 1.46  0.3728
H -3.36 1.31 -2.92  0.3272
H -2.16 -2.67 -4.22  0.3583
H -0.57 -3.32 2.91  0.3967
H 0.14 4.77 -0.25  0.3601
H 0.45 3.57 1.10  0.2762
C 1.04 -0.93 -0.21  -0.5390
H 0.64 -2.15 3.41  0.3996
C -1.04 3.01 -1.79  -0.7205
C -0.48 -0.58 -2.15  0.1600
C -1.05 -1.38 2.26  0.7174
O 1.79 1.04 0.92  -0.6463
H 0.29 -3.45 0.66  0.2173
H -1.87 -2.48 0.65  0.5135
C 0.27 -1.44 -1.24  -0.9307
H -3.48 -0.78 -0.05  0.3682
C -1.34 1.82 -2.39  -0.1723
N 1.66 -1.77 0.70  -0.1964
H -1.31 0.16 -4.84  0.3428
H -2.10 -2.87 -2.48  0.3519
N -1.32 -1.00 -3.10  0.0542
H -0.39 0.01 3.78  0.3705
H -3.93 2.29 1.76  0.3435
C 0.91 -2.90 1.40  -0.6602
C -1.98 -0.02 -4.04  -0.8217
H 1.66 -3.56 1.83  0.4337
C 0.00 -2.46 2.57  -1.1572
C -1.93 0.87 2.51  -0.4904
N -0.04 2.78 -0.82  0.2773
C 0.60 3.81 0.02  -0.8725
C 0.28 1.40 -0.83  -1.2287
C -1.93 -1.58 1.21  -0.3206
H -2.46 2.08 -4.21  0.4110
O -3.70 1.67 1.02  -0.5549
C -1.56 -2.43 -3.34  -1.0096
H 2.33 -1.28 1.31  0.3571
C -1.07 -0.16 2.95  -0.8164
C -0.46 0.85 -1.85  2.5187
H 1.68 3.89 -0.17  0.3036
C -2.82 -0.57 0.81  -0.3685
H -1.54 3.98 -1.95  0.3945